82
Properties=species:S:1:pos:R:3 method="wB97M-V/def2-TZVPD" gap_ev=8.8126 e_tot_ev=-43955.53510 smiles="COc1ccc(C[C@H]2CN3C(=NC[C@@H]3Cc3ccccc3)N2C[C@H](C)NC(=O)CCC2CCCCC2)cc1"
C 7.388 0.990 1.623
H 6.771 0.196 2.056
O 7.058 1.220 0.276
C 5.780 1.597 -0.024
C 4.776 1.822 0.909
C 3.521 2.227 0.489
C 3.230 2.402 -0.856
C 4.237 2.156 -1.783
C 5.495 1.763 -1.379
H 6.280 1.582 -2.096
H 4.039 2.287 -2.838
C 1.869 2.859 -1.296
H 1.568 3.729 -0.706
H 1.898 3.160 -2.345
C 0.782 1.781 -1.141
N 0.620 1.380 0.252
C 0.760 0.039 0.355
N 0.430 -0.793 1.271
C 0.795 -2.100 0.737
H 0.005 -2.824 0.950
H 1.716 -2.443 1.220
C 1.027 -1.886 -0.785
N 1.339 -0.472 -0.791
C 1.112 0.457 -1.871
H 2.004 0.551 -2.496
H 0.266 0.140 -2.497
C 2.109 -2.769 -1.417
C 3.417 -2.764 -0.681
C 3.720 -3.780 0.219
C 4.930 -3.794 0.890
C 5.862 -2.798 0.655
C 5.571 -1.784 -0.242
C 4.351 -1.760 -0.895
H 4.128 -0.958 -1.583
H 6.301 -1.016 -0.443
H 6.815 -2.816 1.164
H 5.150 -4.589 1.587
H 3.005 -4.573 0.389
H 2.264 -2.422 -2.441
H 1.717 -3.788 -1.458
H 0.088 -2.060 -1.345
C -0.135 2.140 1.205
H 0.050 1.684 2.181
C -1.655 2.136 0.930
N -2.134 0.782 0.782
C -2.354 0.221 -0.427
O -2.244 0.836 -1.473
C -2.768 -1.236 -0.361
H -1.940 -1.784 0.093
C -4.037 -1.502 0.457
H -4.114 -2.584 0.596
H -3.944 -1.051 1.447
C -5.331 -1.010 -0.202
C -5.473 0.511 -0.138
C -6.780 0.968 -0.780
C -7.976 0.311 -0.099
C -7.847 -1.207 -0.166
C -6.540 -1.660 0.478
H -6.459 -2.748 0.415
H -6.544 -1.387 1.536
H -7.864 -1.525 -1.210
H -8.692 -1.677 0.342
H -8.017 0.626 0.946
H -8.903 0.629 -0.581
H -6.774 0.699 -1.839
H -6.862 2.055 -0.713
H -4.638 0.984 -0.653
H -5.451 0.829 0.908
H -5.323 -1.314 -1.255
H -2.905 -1.594 -1.383
H -1.992 0.171 1.573
C -2.407 2.838 2.055
H -2.230 2.331 3.001
H -2.074 3.869 2.146
H -3.475 2.834 1.851
H -1.860 2.635 -0.023
H 0.226 3.172 1.213
H -0.162 2.187 -1.524
H 2.760 2.411 1.230
H 4.957 1.694 1.964
H 8.431 0.676 1.621
H 7.287 1.900 2.223